Below is a 3-piece molecular cluster, C22H36BO7S2 overall, with properties calculated with the ωB97M-V functional and the def2-TZVPD basis.

The calculation puts the HOMO energy at -2.13 eV. For the maximum force, the calculation gives 2.96 eV/Å. Its total charge is -1. The calculated total energy is -2207.757951 Eh. The calculation puts the LUMO energy at 2.02 eV.

Atoms and positions in Å:
C: -1.71986 2.66576 1.95662
C: -0.56266 1.89951 1.16171
O: -1.21163 0.92287 0.34607
B: -0.97900 -0.42462 0.78003
O: 0.41244 -0.84456 0.91488
C: -2.13589 -1.46192 1.05082
C: -2.42520 -1.66788 2.60335
C: -1.37926 -1.03432 3.55488
O: -1.42670 0.11173 3.97626
C: -3.48565 -0.83078 0.43743
C: -4.68267 -1.84110 0.48085
C: -6.08014 -1.23913 0.03409
C: -6.34117 0.05812 0.88542
C: -6.47116 1.31403 0.16558
C: -6.66483 2.53473 0.95864
C: -6.71340 2.40998 2.40765
C: -6.61518 1.14166 3.11178
C: -6.41898 -0.07372 2.33692
H: -2.51578 1.89064 2.13015
H: -2.11306 3.53029 1.36489
H: -1.33339 2.97322 2.96578
H: 0.19375 1.49377 1.87851
H: -0.03939 2.71613 0.55972
H: 0.69415 -0.84296 1.84294
H: -2.46511 -2.77492 2.85213
H: -3.43515 -1.24882 2.87642
H: -0.50836 -1.65539 3.95450
H: -3.21933 -0.55283 -0.62258
H: -3.66251 0.11907 1.01860
H: -4.37875 -2.71304 -0.17172
H: -4.81687 -2.26889 1.51259
H: -6.85715 -2.01809 0.26868
H: -6.05494 -0.97175 -1.05618
H: -6.40486 1.32374 -0.94608
H: -6.77200 3.50909 0.43323
H: -6.83525 3.33126 3.02387
H: -6.69208 1.11070 4.21841
H: -6.33259 -1.05903 2.84083
C: 4.27171 1.80120 -2.25019
C: 3.00105 0.95454 -2.38465
C: 2.09112 1.29782 -1.20011
S: 2.48974 2.98049 -0.74088
O: 3.07654 2.97231 0.57840
O: 1.38511 3.84323 -1.08615
C: 3.79606 3.21632 -1.93587
H: 4.87461 1.77362 -3.15869
H: 4.88313 1.42007 -1.42658
H: 2.49616 1.20356 -3.32242
H: 3.22790 -0.11222 -2.40867
H: 1.03717 1.23667 -1.46805
H: 2.29169 0.65724 -0.34142
H: 4.57508 3.85052 -1.51562
H: 3.36092 3.69031 -2.81711
C: 6.23616 -2.34744 -0.92954
C: 5.47814 -3.57056 -1.45444
C: 5.13585 -3.30277 -2.92312
S: 6.40374 -2.19539 -3.53938
O: 5.79080 -0.93126 -3.86439
O: 7.24359 -2.90367 -4.47515
C: 7.27903 -2.01840 -1.99223
H: 6.69904 -2.54249 0.03839
H: 5.54491 -1.50805 -0.81083
H: 6.11800 -4.45459 -1.38066
H: 4.57824 -3.76867 -0.87100
H: 5.14108 -4.21826 -3.51242
H: 4.17302 -2.80161 -3.02429
H: 7.67797 -1.00901 -1.90572
H: 8.09209 -2.74604 -1.98491

Here are the natural (NBO) charges for atoms 1 to 6, given in e: -0.636, -0.071, -0.774, 1.096, -0.986, -0.732